Entry from the OMol25 dataset: CH3I2N as an isolated structure (ωB97M-V/def2-TZVPD).

Output
HOMO-LUMO gap (spin up / spin down) = 8.2 / 8.0 eV
HOMO energy (spin up / spin down) = -9.01 / -8.77 eV
Relative energy (zero: lowest compared OMol25 entry of this formula, charge and spin) = 286.4 kJ/mol

Geometry as XYZ:
```
7
Properties=species:S:1:pos:R:3:mulliken_charge:R:1
C 0.39302 0.47927 -0.86892 -0.593
N -0.28898 0.66994 1.35300 -0.569
I -0.34008 2.03596 -1.89610 0.193
I -1.09327 2.64342 1.55881 0.104
H 0.01255 -0.42475 -1.33366 0.313
H 1.41778 0.62048 -0.57111 0.289
H -1.13170 -0.06465 1.28607 0.264
```

Entry from the OMol25 dataset: a single CH3I2NS molecule (ωB97M-V/def2-TZVPD).

Output
HOMO-LUMO gap (spin up / spin down) = 7.3 / 7.3 eV
HOMO energy (spin up / spin down) = -9.12 / -9.12 eV
Relative energy (zero: lowest compared OMol25 entry of this formula, charge and spin) = 20.5 kJ/mol

Geometry as XYZ:
```
8
Properties=species:S:1:pos:R:3:mulliken_charge:R:1
C -0.68132 0.68831 0.34889 -0.625
N -0.73804 -0.69667 0.51299 -0.232
S 0.38889 -1.61424 -0.18275 0.051
I 0.70387 -0.70333 -2.45688 0.058
I 2.55750 -0.87859 0.85374 -0.008
H -0.16317 1.12041 1.24790 0.269
H -1.71653 1.10783 0.29343 0.257
H -0.35120 0.97629 -0.61733 0.230
```

Entry from the OMol25 dataset: CH3I2P as an isolated structure (ωB97M-V/def2-TZVPD).

Output
HOMO-LUMO gap = 8.4 eV
HOMO energy = -9.30 eV
Relative energy (zero: lowest compared OMol25 entry of this formula, charge and spin) = 483.7 kJ/mol

Geometry as XYZ:
```
7
Properties=species:S:1:pos:R:3:mulliken_charge:R:1
C 0.31217 -0.07827 0.46359 -0.572
P 0.30657 0.18528 -1.30700 -0.023
I 1.95959 -1.24672 1.14324 0.099
I -1.53903 -0.40821 1.58052 0.118
H 0.36886 1.65217 0.78084 0.262
H -0.84950 0.87312 -1.01449 0.051
H -0.55865 -0.97737 -1.64669 0.066
```

Entry from the OMol25 dataset: a 2-piece molecular cluster, CH3IN2O overall (ωB97M-V/def2-TZVPD).

Output
HOMO-LUMO gap (spin up / spin down) = 8.5 / 8.5 eV
HOMO energy (spin up / spin down) = -9.00 / -9.00 eV
SMILES = O=NI.C=N
Relative energy (zero: lowest compared OMol25 entry of this formula, charge and spin) = 287.0 kJ/mol

Geometry as XYZ:
```
8
Properties=species:S:1:pos:R:3:mulliken_charge:R:1
O -1.44836 -1.00651 1.36009 -0.214
N -1.74278 -0.60856 0.26547 0.125
I -1.36379 -1.98315 -1.39263 -0.051
C 1.19770 0.56683 0.14803 -0.147
N -0.03115 0.73545 -0.11683 -0.372
H 2.18841 1.05296 -0.35009 0.195
H 1.41698 -0.08057 0.94768 0.253
H -0.21701 1.32355 -0.86173 0.210
```

Entry from the OMol25 dataset: a 2-piece molecular cluster, CH3INO overall (ωB97M-V/def2-TZVPD).

Output
HOMO-LUMO gap (spin up / spin down) = 4.6 / 5.4 eV
HOMO energy (spin up / spin down) = -0.72 / -3.69 eV
2S+1 = 3
Expectation value of S² = 2.033
Charge = -1
Relative energy (zero: lowest compared OMol25 entry of this formula, charge and spin) = 244.5 kJ/mol

Geometry as XYZ:
```
7
Properties=species:S:1:pos:R:3:mulliken_spin:R:1
C 0.76906 -0.32066 -0.32132 -0.030
N 1.24761 -0.27727 -1.46875 0.505
O -1.24071 0.38119 0.47403 0.843
I 2.50631 1.37417 -1.96410 0.690
H 1.18840 -0.05324 0.68410 -0.011
H -1.54662 0.50805 -0.50881 -0.033
H 0.13279 -1.20766 -0.40200 0.036
```

Entry from the OMol25 dataset: CH3INOP as an isolated structure (ωB97M-V/def2-TZVPD).

Output
HOMO-LUMO gap = 8.6 eV
HOMO energy = -9.32 eV
Relative energy (zero: lowest compared OMol25 entry of this formula, charge and spin) = 299.5 kJ/mol

Geometry as XYZ:
```
8
Properties=species:S:1:pos:R:3:mulliken_charge:R:1
C -3.88760 -1.05493 -0.62238 0.151
N -3.06658 -1.53032 -1.26289 -0.469
O -2.14478 -1.01738 1.32396 -0.395
P -1.09659 -1.65862 0.53517 0.292
I -5.40899 -0.20564 0.35850 0.342
H -0.11150 0.01986 -0.38216 -0.290
H 0.07008 -1.53357 1.40999 0.050
H 0.37361 0.67598 -0.48641 0.320
```

Entry from the OMol25 dataset: a 2-piece molecular cluster, CH3INOP overall (ωB97M-V/def2-TZVPD).

Output
HOMO-LUMO gap (spin up / spin down) = 6.3 / 6.3 eV
HOMO energy (spin up / spin down) = -7.62 / -7.62 eV
Relative energy (zero: lowest compared OMol25 entry of this formula, charge and spin) = 387.7 kJ/mol

Geometry as XYZ:
```
8
Properties=species:S:1:pos:R:3:mulliken_charge:R:1
C -0.95750 1.64679 1.14671 0.299
N -2.09515 1.37504 0.87921 -0.267
O 0.44817 0.90550 -0.14634 -0.432
P 1.09902 -0.37434 -0.59812 -0.052
I 0.24637 3.07120 2.10836 0.212
H -3.03979 1.41688 0.96555 0.233
H 0.18240 -1.62933 -0.85385 0.018
H 1.35669 -0.92700 0.71721 -0.010
```

Entry from the OMol25 dataset: a 2-piece molecular cluster, CH3IO2 overall (ωB97M-V/def2-TZVPD).

Output
HOMO-LUMO gap = 10.7 eV
HOMO energy = -10.13 eV
SMILES = O=CO.I
Relative energy (zero: lowest compared OMol25 entry of this formula, charge and spin) = 46.7 kJ/mol

Geometry as XYZ:
```
7
Properties=species:S:1:pos:R:3:mulliken_charge:R:1
O -1.26472 -1.44905 0.17052 -0.476
C -1.20018 -0.27911 0.52444 0.259
O -1.18049 0.79574 -0.21085 -0.354
H -1.32403 0.02525 1.71869 0.236
H -1.39765 0.51819 -1.13855 0.335
I 2.89697 -0.13074 0.12407 -0.089
H 3.47009 0.51973 -1.18831 0.090
```